Below is 5 unconnected molecules or ions with the total composition C47H58BCl2IN4O24P, with properties calculated with ωB97M-V with the def2-TZVPD basis set.

Positions of all 138 atoms, in Å:
C -3.37077 -1.31245 5.15119
C -3.79983 -1.78297 3.70976
C -2.83002 -1.12699 2.67487
C -1.39689 -1.71729 2.88745
C -0.47404 -1.85053 1.63327
C -0.75108 -3.04386 0.67858
C -2.07515 -3.83871 1.04600
C -3.37552 -3.41541 0.14333
O -2.50459 -4.73999 0.08664
C -0.51883 -0.42218 0.92665
C -1.58175 -0.34602 -0.21564
O -2.28087 0.89873 -0.27781
N -3.53306 0.87157 0.35482
O -3.57115 1.74102 1.12979
N 0.76279 0.09994 0.34459
B 0.85822 1.60088 0.40068
O 0.67886 2.31911 1.53974
O 1.20675 2.32366 -0.74288
C 0.15500 2.35027 -1.74193
C 1.90078 -0.46878 0.95383
N 2.97264 -0.68722 0.27392
C 4.11581 -1.37320 0.91171
C 4.73058 -2.50834 0.01320
C 4.83710 -3.81523 0.85434
Cl 5.70621 -5.10062 -0.04871
C 3.10997 -0.28694 -1.13738
C 2.09052 -0.91449 -2.13465
C 1.59398 -2.36160 -1.80662
C 2.08476 -3.25098 -2.96058
O 1.32457 -3.47741 -3.85135
O 3.33776 -3.75641 -2.98206
N 1.65521 -0.83187 2.28613
C 2.45263 -0.39823 3.40711
C 2.84381 1.12332 3.41458
C 3.81492 1.32562 4.62431
I 3.10131 2.96938 5.86482
C 0.99171 -2.13385 2.22122
P 1.08110 -3.23119 3.72109
O 0.47013 -4.64973 3.09908
Cl 3.10896 -3.66507 4.04901
H -2.55589 -0.56895 5.08570
H -4.20276 -0.80739 5.66626
H -3.06114 -2.15850 5.78337
H -4.84325 -1.47270 3.54923
H -3.70213 -2.88454 3.68342
H -3.25948 -1.29445 1.67870
H -2.79308 -0.05228 2.92419
H -1.54171 -2.64247 3.46954
H -0.87412 -1.01439 3.56862
H -0.85180 -2.82526 -0.38936
H -0.04347 -3.89200 0.76506
H -2.26033 -4.08870 2.10718
H -3.94031 -3.31853 1.14422
H -4.18938 -4.03524 -0.28098
H -0.82611 0.32729 1.68418
H -1.02203 -0.42970 -1.16794
H -2.31779 -1.17046 -0.22384
H 0.78828 3.26177 1.33122
H -0.06201 1.36049 -2.17885
H -0.74659 2.78910 -1.28988
H 0.51963 2.99233 -2.55837
H 3.82637 -1.90853 1.83033
H 4.88213 -0.62071 1.16277
H 4.10013 -2.75901 -0.85195
H 5.73728 -2.21594 -0.32085
H 5.30093 -3.62691 1.83194
H 3.79951 -4.15882 1.02561
H 4.12361 -0.42179 -1.54079
H 2.94983 0.80836 -1.16683
H 2.52271 -0.82579 -3.14690
H 1.20960 -0.25649 -2.14929
H 0.50334 -2.35654 -1.93846
H 1.87962 -2.74182 -0.81498
H 3.30198 -4.53233 -3.56864
H 3.41366 -0.93682 3.58068
H 1.89229 -0.53791 4.35367
H 1.91206 1.64141 3.68719
H 3.25458 1.46253 2.45120
H 3.73742 0.44886 5.28788
H 4.85615 1.48645 4.32121
H 1.51747 -2.69059 1.40211
H -0.05879 -5.05157 3.80678
C -1.05787 -1.96166 -7.65388
C -0.45896 -1.93240 -6.45702
C -1.13151 -1.31731 -5.26059
O -0.55790 -1.32398 -4.18031
C -2.44856 -0.72944 -5.44019
C -3.04492 -0.75691 -6.63648
C -2.38945 -1.38942 -7.82590
O -2.98426 -1.40180 -8.88570
O -4.25063 -0.22394 -6.83417
O 0.75926 -2.44876 -6.26057
H -0.58921 -2.40166 -8.52286
H -2.91309 -0.27782 -4.57397
H -4.45529 -0.37658 -7.77817
H 0.95129 -2.30286 -5.31340
C 8.52751 -1.06182 3.18676
C 9.59342 -0.64505 3.88456
C 9.57757 -0.59266 5.38325
O 10.57386 -0.22560 5.96952
C 8.34887 -0.98590 6.07009
C 7.28816 -1.39764 5.36973
C 7.31613 -1.47418 3.87587
O 6.32066 -1.87506 3.28823
O 6.14382 -1.76395 5.96610
O 10.71683 -0.25860 3.28726
H 8.52702 -1.10638 2.10644
H 8.34144 -0.92832 7.14963
H 5.53951 -2.02076 5.24440
H 11.32952 -0.00856 4.00735
C -3.60219 3.46668 -6.74020
C -2.84992 2.95674 -5.76130
C -2.91962 3.48096 -4.36152
O -2.22270 2.96172 -3.50340
C -3.81709 4.59277 -4.08642
C -4.57047 5.10962 -5.06573
C -4.52153 4.56785 -6.46268
O -5.23825 5.05939 -7.31068
O -5.40190 6.12929 -4.85091
O -1.99365 1.94725 -5.97080
H -3.56208 3.09416 -7.75438
H -3.84519 4.97205 -3.07398
H -5.82702 6.31131 -5.71203
H -1.58218 1.77256 -5.10303
C -5.70413 6.27266 -0.16360
C -5.67250 4.93775 -0.21345
C -6.65279 4.09907 0.54823
O -6.59042 2.88680 0.45257
C -7.63968 4.78021 1.37800
C -7.67064 6.11719 1.43162
C -6.70760 6.95588 0.64925
O -6.78837 8.16628 0.71781
O -8.55878 6.77292 2.18236
O -4.76529 4.27648 -0.94698
H -5.00351 6.88833 -0.71058
H -8.33061 4.16421 1.93623
H -8.37252 7.72209 2.04529
H -4.96153 3.32944 -0.81218

For the lowest unoccupied orbital energy, the calculation gives -3.6 eV. The calculation puts the maximum force at 4.0 eV/A. Its orbital gap is 7.337 eV. The total charge is +1.

These are the Mulliken partial charges, in e, on atoms 1 to 4:
1. C -1.192
2. C -0.879
3. C -0.910
4. C -2.536